1.
DFT (the ωB97M-V functional and the def2-TZVPD basis) results for 2 unconnected molecules or ions with the total composition C3H10N2O.

Calculated values
highest occupied orbital energy	-8.96	eV
LUMO	0.8043	eV
SMILES string	[H]/N=C\NCC.O
frontier orbital gap	9.77	eV

ORCA input file:
```
! wB97M-V def2-TZVPD RIJCOSX def2/J DEFGRID3
* xyz 0 1
H -2.2754 1.8055 0.4887
N -1.4709 2.1658 1.0269
C -0.4479 1.6376 0.4488
N -0.2293 0.4741 -0.2111
C 1.0920 -0.0308 -0.6610
C 0.8216 -1.1996 -1.5979
H 0.4786 2.2395 0.4673
H -0.9624 -0.0894 -0.6129
H 1.5694 0.8112 -1.1512
H 1.5322 -0.4544 0.2308
H -0.0749 -1.7663 -1.3109
H 0.5681 -0.8196 -2.5988
H 1.6336 -1.8816 -1.8106
O -1.0268 -1.2864 2.3576
H -1.0661 -0.3334 2.1820
H -0.1418 -1.2723 2.7521
*
```

---

2.
DFT (the ωB97M-V functional and the def2-TZVPD basis) results for 2 unconnected molecules or ions with the total composition C3H10N2O.

Calculated values
highest occupied orbital energy	-8.16	eV
LUMO	0.7962	eV
SMILES string	NC=O.CNC
frontier orbital gap	8.96	eV

ORCA input file:
```
! wB97M-V def2-TZVPD RIJCOSX def2/J DEFGRID3
* xyz 0 1
N -0.1544 -1.1322 2.7233
C 0.0165 0.1998 3.0190
O -0.0399 1.1126 2.1893
H -0.3533 -1.8163 3.4390
H -0.3289 -1.3050 1.7093
H 0.0404 0.4464 4.1493
C 0.2271 1.0036 -0.8766
N 0.7030 0.0635 -1.7977
C -0.3108 -0.4141 -2.6969
H -0.2525 1.9746 -1.3330
H -0.4939 0.7152 -0.0684
H 1.1544 1.3869 -0.4006
H 1.3386 -0.5648 -1.2927
H -0.9615 -1.1805 -2.2257
H 0.2942 -0.9191 -3.4885
H -0.8789 0.4296 -3.0491
*
```

---

It comes down to 2, which is 1.5 kcal/mol more stable than the next structure.

---

1.
DFT (the ωB97M-V functional and the def2-TZVPD basis) results for 2 unconnected molecules or ions with the total composition C3H10N2O.

Calculated values
highest occupied orbital energy	-8.91	eV
LUMO	0.7682	eV
SMILES string	[H]/N=C/NCC.O
frontier orbital gap	9.68	eV

ORCA input file:
```
! wB97M-V def2-TZVPD RIJCOSX def2/J DEFGRID3
* xyz 0 1
H -1.5361 -1.7767 -2.5177
N -1.2300 -0.8047 -2.4561
C -1.3549 -0.4587 -1.2307
N -1.1305 0.8981 -0.9049
C -0.3329 1.2636 0.2538
C -0.1391 0.1714 1.3253
H -1.9425 -1.1585 -0.5922
H -1.4412 1.3986 -1.7418
H -0.5886 2.2703 0.5912
H 0.6989 1.3756 -0.1177
H -0.1787 -0.8308 0.9330
H -0.8085 0.2675 2.1559
H 0.8389 0.2227 1.7996
O 3.3635 -1.0054 1.0816
H 2.4938 -0.6355 1.2813
H 3.2879 -1.1976 0.1395
*
```

---

2.
DFT (the ωB97M-V functional and the def2-TZVPD basis) results for a molecular structure, C3H10N2O.

Calculated values
highest occupied orbital energy	-7.17	eV
LUMO	0.8867	eV
frontier orbital gap	8.06	eV

ORCA input file:
```
! wB97M-V def2-TZVPD RIJCOSX def2/J DEFGRID3
* xyz 0 1
C -0.3465 -0.0781 0.7986
C -0.6848 -0.2936 -0.5469
C -2.3999 -0.3068 0.3943
N 1.4420 0.0488 -0.1887
N 1.8474 1.3240 -0.5844
O 2.4840 -0.9650 -0.4791
H 3.0281 -0.9880 0.3212
H 2.1457 1.3252 -1.5604
H 2.6322 1.6548 -0.0208
H -0.1605 -0.9228 1.4448
H -0.3706 0.9213 1.2066
H -0.5921 -1.2853 -0.9628
H -0.8171 0.5525 -1.2043
H -2.7663 0.7136 0.4380
H -2.5427 -0.8319 1.3353
H -2.8989 -0.8687 -0.3915
*
```

---

3.
DFT (the ωB97M-V functional and the def2-TZVPD basis) results for 2 unconnected molecules or ions with the total composition C3H10N2O.

Calculated values
highest occupied orbital energy	-7.18	eV
LUMO	0.8881	eV
SMILES string	C/C(N)=C/N.O
frontier orbital gap	8.06	eV

ORCA input file:
```
! wB97M-V def2-TZVPD RIJCOSX def2/J DEFGRID3
* xyz 0 1
C -2.4131 -0.7954 -0.3619
C -1.1027 -1.1691 0.2906
N -0.5296 -0.1649 1.1149
C -0.3442 -2.2023 -0.1358
N 0.8268 -2.5158 0.6024
H -3.1990 -1.3484 0.1590
H -2.6510 0.2563 -0.1877
H -2.4758 -0.9515 -1.4374
H -1.0438 0.6959 1.0539
H 0.4157 0.0946 0.8561
H -0.4245 -2.4585 -1.1769
H 0.9915 -1.8782 1.3586
H 0.9801 -3.4977 0.7460
O 3.9786 5.1707 -0.7722
H 3.2354 5.6666 -0.4036
H 3.7555 5.0977 -1.7061
*
```

---

4.
DFT (the ωB97M-V functional and the def2-TZVPD basis) results for a single C3H10N2O molecule.

Calculated values
highest occupied orbital energy	-8.75	eV
LUMO	0.9089	eV
SMILES string	NCNCCO
frontier orbital gap	9.65	eV

ORCA input file:
```
! wB97M-V def2-TZVPD RIJCOSX def2/J DEFGRID3
* xyz 0 1
N 2.7420 0.6713 0.3287
C 1.4891 -0.0426 0.2283
N 0.3947 0.9246 0.3208
C -0.8387 0.5559 -0.3870
C -1.2643 -0.8385 -0.0201
O -2.6392 -1.0299 -0.3660
H 3.5352 0.2001 -0.0803
H 3.0377 0.9854 1.2418
H 1.3645 -0.8049 0.9964
H 1.4798 -0.5190 -0.7576
H 0.8024 1.7862 -0.0232
H -0.7803 0.7498 -1.4728
H -1.6050 1.2278 0.0157
H -1.2347 -0.9480 1.0589
H -0.6267 -1.5946 -0.4779
H -2.7515 -1.7535 -0.9938
*
```

---

It comes down to 4, which is 11.0 kcal/mol more stable than the next structure.

---

1.
DFT (the ωB97M-V functional and the def2-TZVPD basis) results for 2 unconnected molecules or ions with the total composition C3H10N2O.

Calculated values
highest occupied orbital energy	-8.76	eV
LUMO	0.8508	eV
SMILES string	C=CO.NCN
frontier orbital gap	9.61	eV

ORCA input file:
```
! wB97M-V def2-TZVPD RIJCOSX def2/J DEFGRID3
* xyz 0 1
C 0.0004 -1.8428 -1.5161
C -0.0766 -1.1090 -2.6308
O 0.0623 -1.7667 -3.8639
H -0.3301 -2.8712 -1.7166
H 0.5879 -1.7451 -0.6083
H -0.3145 -0.0692 -2.6813
H -0.7521 -2.2339 -4.0940
N 0.4269 0.5702 1.8042
C -0.3758 1.6980 2.1511
N 0.0486 2.3559 3.5004
H 0.8201 0.3979 0.9015
H 0.4501 -0.2405 2.4018
H -1.4069 1.4179 2.3198
H -0.1265 2.4646 1.4268
H 0.7348 1.7787 3.9953
H -0.7234 2.1129 4.1269
*
```

---

2.
DFT (the ωB97M-V functional and the def2-TZVPD basis) results for 2 unconnected molecules or ions with the total composition C3H10N2O.

Calculated values
highest occupied orbital energy	-9.23	eV
LUMO	0.8773	eV
SMILES string	NC=O.CCN
frontier orbital gap	10.11	eV

ORCA input file:
```
! wB97M-V def2-TZVPD RIJCOSX def2/J DEFGRID3
* xyz 0 1
N -1.9066 0.7956 0.3913
C -2.3620 -0.3029 1.0309
O -2.4040 -1.4657 0.6566
H -1.1137 0.6168 -0.2870
H -1.8964 1.7095 0.8939
H -2.7328 -0.0908 1.9705
C 1.7473 -0.2280 0.6546
C 1.5162 -0.2863 -0.8416
N 0.2025 0.2141 -1.3443
H 1.4725 0.7737 1.0612
H 2.8409 -0.4026 0.8050
H 1.1746 -1.0387 1.2585
H 1.3660 -1.3967 -1.1647
H 2.1698 0.3818 -1.3972
H -0.4062 -0.3874 -1.8441
H 0.3320 1.1077 -1.8436
*
```

---

3.
DFT (the ωB97M-V functional and the def2-TZVPD basis) results for a single C3H10N2O molecule.

Calculated values
highest occupied orbital energy	-9.11	eV
LUMO	0.8714	eV
SMILES string	CNN(C)CO
frontier orbital gap	9.98	eV

ORCA input file:
```
! wB97M-V def2-TZVPD RIJCOSX def2/J DEFGRID3
* xyz 0 1
C -1.6124 -1.5353 -0.1454
N -1.0766 -0.2631 0.2900
N 0.4923 -0.1738 0.0473
C 0.8391 0.4430 -1.2175
C 0.9273 0.4909 1.2205
O 0.9284 1.9026 1.2380
H -1.0044 -2.3267 0.2926
H -1.6213 -1.6633 -1.2365
H -2.6380 -1.6354 0.2157
H -1.6141 0.5026 -0.1286
H 0.4180 1.4504 -1.3409
H 1.9278 0.5135 -1.2745
H 0.4819 -0.1935 -2.0258
H 1.8948 0.0745 1.5278
H 0.0197 0.1874 1.8666
H 1.6375 2.2262 0.6707
*
```

---

It comes down to 2, which is 36.5 kcal/mol more stable than the next structure.

---

1.
DFT (the ωB97M-V functional and the def2-TZVPD basis) results for a single C3H10N2O molecule.

Calculated values
highest occupied orbital energy	-9.26	eV
LUMO	0.8174	eV
SMILES string	NC[C@@H](N)CO
frontier orbital gap	10.08	eV

ORCA input file:
```
! wB97M-V def2-TZVPD RIJCOSX def2/J DEFGRID3
* xyz 0 1
N 0.0731 0.0201 -2.1150
C -0.1614 0.8994 -0.9804
C 0.2716 0.2230 0.3066
N 0.1022 1.1204 1.4397
C -0.4039 -1.1427 0.4400
O -0.4085 -1.6233 1.7806
H -0.0602 0.4962 -3.0038
H 1.0290 -0.3209 -2.1137
H -1.2259 1.1478 -0.9519
H 0.3462 1.8655 -1.0568
H 1.3482 0.0587 0.1871
H -0.8113 1.0200 1.8625
H 0.7710 0.9096 2.1676
H -1.4584 -1.1162 0.1545
H 0.0842 -1.8744 -0.2090
H 0.5041 -1.6831 2.0920
*
```

---

2.
DFT (the ωB97M-V functional and the def2-TZVPD basis) results for 2 unconnected molecules or ions with the total composition C3H10N2O.

Calculated values
highest occupied orbital energy	-6.78	eV
LUMO	0.7020	eV
SMILES string	C/C(N)=C/N.O
frontier orbital gap	7.48	eV

ORCA input file:
```
! wB97M-V def2-TZVPD RIJCOSX def2/J DEFGRID3
* xyz 0 1
C 0.2070 2.4617 -0.1362
C 0.3572 0.9748 -0.0760
N 1.1733 0.5294 0.9885
C -0.0769 0.1737 -1.0584
N 0.1579 -1.2268 -1.0412
H 1.2042 2.9128 -0.1402
H -0.3245 2.8470 0.7326
H -0.3367 2.7792 -1.0191
H 1.4253 1.2543 1.6372
H 0.9088 -0.3416 1.4234
H -0.4174 0.6218 -1.9835
H 0.1747 -1.5852 -0.1071
H -0.2538 -1.6761 -1.8377
O -1.0145 -3.2877 0.7710
H -1.7815 -3.2002 0.1947
H -1.4034 -3.2371 1.6521
*
```

---

3.
DFT (the ωB97M-V functional and the def2-TZVPD basis) results for 3 unconnected molecules or ions with the total composition C3H10N2O.

Calculated values
highest occupied orbital energy	-8.51	eV
LUMO	-3.6612	eV
frontier orbital gap	4.85	eV

ORCA input file:
```
! wB97M-V def2-TZVPD RIJCOSX def2/J DEFGRID3
* xyz 0 1
N -3.4406 -0.5762 0.3550
C 0.9122 1.2937 -0.7225
C -0.3126 0.4524 -0.1396
O -1.4740 0.7820 -0.5988
C 2.1150 1.1201 -0.2926
N 2.3447 -1.2676 0.7368
H -4.4293 -0.7215 0.4405
H -2.9186 0.2098 -0.0908
H 0.5695 1.7970 -1.6403
H -0.1804 0.5987 0.9348
H -0.0183 -0.5306 -0.6065
H -2.9951 -1.4525 0.1294
H 2.4163 0.0432 0.0715
H 2.9349 1.7996 -0.5370
H 1.9847 -2.0780 0.2413
H 2.4916 -1.4699 1.7187
*
```

---

It comes down to 1, which is 5.8 kcal/mol more stable than the next structure.